# C37H27BaCl2N5O6PSSe2

A structure of composition C37H27BaCl2N5O6PSSe2 (wB97M-V/def2-TZVPD, the Open Molecules 2025 dataset).

Geometry (Å):
Ba: 0.35 0.30 -0.02
C: -3.66 0.10 2.16
C: -2.81 1.30 2.35
N: -1.67 1.53 1.74
C: -1.20 2.74 2.21
C: -2.10 3.25 3.12
N: -3.10 2.33 3.18
C: -2.20 4.48 3.95
O: -1.24 5.33 3.84
O: -3.21 4.63 4.62
C: 0.11 3.32 1.76
O: 0.45 4.41 2.27
O: 0.77 2.67 0.92
H: -3.19 -0.56 1.43
H: -4.66 0.37 1.81
H: -3.77 -0.45 3.10
H: -3.90 2.44 3.79
H: -0.48 4.94 3.18
Cl: 6.15 1.35 -5.51
C: 4.72 1.11 -4.54
C: 3.46 1.44 -5.07
C: 2.34 1.26 -4.32
Cl: 0.78 1.69 -4.98
C: 2.36 0.73 -2.98
O: 1.30 0.56 -2.32
C: 3.67 0.42 -2.48
C: 3.89 -0.09 -1.14
O: 3.09 -0.29 -0.25
C: 4.81 0.61 -3.27
H: 3.39 1.85 -6.07
H: 4.96 -0.32 -0.93
H: 5.78 0.36 -2.86
N: -4.10 0.11 -2.82
C: -4.73 -1.14 -2.90
C: -5.92 -1.28 -3.61
C: -6.54 -2.52 -3.70
C: -6.00 -3.61 -3.06
C: -4.82 -3.47 -2.33
C: -4.18 -2.25 -2.27
S: -2.63 -2.11 -1.41
N: -2.40 -0.43 -1.28
C: -3.07 0.41 -1.96
C: -2.77 1.87 -1.82
C: -3.77 2.82 -1.96
C: -3.43 4.16 -1.80
C: -2.12 4.49 -1.53
C: -1.19 3.46 -1.40
N: -1.51 2.18 -1.53
H: -4.42 0.84 -3.43
H: -6.34 -0.41 -4.10
H: -7.46 -2.61 -4.26
H: -6.48 -4.58 -3.11
H: -4.38 -4.32 -1.82
H: -4.79 2.53 -2.14
H: -4.19 4.93 -1.89
H: -1.81 5.52 -1.40
H: -0.16 3.67 -1.15
Se: 0.86 -1.55 2.71
P: 1.46 -3.18 1.43
Se: 0.79 -3.15 -0.60
C: 3.29 -3.29 1.48
C: 3.93 -3.31 2.73
C: 5.31 -3.40 2.80
C: 6.07 -3.45 1.64
C: 5.44 -3.42 0.41
C: 4.06 -3.35 0.33
C: 0.99 -4.77 2.21
C: 1.45 -5.95 1.64
C: 1.12 -7.18 2.19
C: 0.31 -7.23 3.31
C: -0.16 -6.06 3.89
C: 0.18 -4.83 3.34
H: 3.33 -3.25 3.63
H: 5.79 -3.41 3.77
H: 7.15 -3.50 1.70
H: 6.03 -3.46 -0.50
H: 3.55 -3.32 -0.63
H: 2.07 -5.90 0.75
H: 1.48 -8.09 1.73
H: 0.04 -8.19 3.74
H: -0.79 -6.10 4.77
H: -0.17 -3.90 3.78

The calculation puts the orbital gap at 7.0 eV. Its total energy is -8640.0938 Eh. The LUMO energy is 0.0646 Ha. The relative energy (zero: lowest compared OMol25 entry of this formula, charge and spin) comes out at 67.81 kJ/mol. Its charge is -1.

Charges in e, computed with Löwdin, in the same order as the atoms:
1. Ba 1.623
2. C 0.003
3. C -0.358
4. N 0.084
5. C -0.134
6. C -0.083
7. N 0.170
8. C -0.523
9. O 0.107
10. O 0.057
11. C -0.591
12. O 0.034
13. O -0.218
14. H 0.060
15. H 0.081
16. H 0.084
17. H 0.165
18. H 0.055
19. Cl 0.604
20. C -0.677
21. C -0.141
22. C -0.571
23. Cl 0.659
24. C -0.425
25. O -0.329
26. C -0.119
27. C -0.217
28. O -0.117
29. C -0.088
30. H 0.100
31. H 0.124
32. H 0.109
33. N 0.115
34. C -0.242
35. C -0.032
36. C -0.098
37. C -0.097
38. C -0.102
39. C -0.443
40. S 0.942
41. N -0.286
42. C -0.362
43. C -0.217
44. C -0.021
45. C -0.057
46. C -0.033
47. C -0.109
48. N 0.083
49. H 0.132
50. H 0.110
51. H 0.099
52. H 0.099
53. H 0.108
54. H 0.108
55. H 0.107
56. H 0.110
57. H 0.114
58. Se 0.153
59. P 0.050
60. Se 0.179
61. C -0.401
62. C -0.102
63. C -0.088
64. C -0.099
65. C -0.091
66. C -0.126
67. C -0.397
68. C -0.101
69. C -0.092
70. C -0.104
71. C -0.092
72. C -0.113
73. H 0.091
74. H 0.097
75. H 0.095
76. H 0.099
77. H 0.052
78. H 0.101
79. H 0.097
80. H 0.094
81. H 0.097
82. H 0.045